Formula: C5H11O2
Source: the Open Molecules 2025 dataset
Level of theory: wB97M-V/def2-TZVPD

Output
Total charge: -1
Orbital gap (eV): 7.355
Strongest force on any atom (Eh/bohr): 0.163
E (Ha): -347.5623

Positions of all 18 atoms, in Å:
O -2.502868 -1.412314 -1.718264
O -1.755074 0.584968 -2.371294
C -1.126874 1.380410 -0.083976
C 2.378334 -0.683123 1.417111
C 2.031641 -0.803681 -0.119291
C -2.155103 0.222225 -0.081486
C -2.300676 -0.219802 -1.586013
H 2.199061 -1.594033 1.885108
H 0.977628 -0.757147 -0.478692
H 2.247843 -1.678516 -0.408905
H 3.393692 -0.269664 1.647304
H 1.709833 -0.020376 1.993899
H -1.807013 -0.760192 0.278039
H -1.053416 2.049103 -0.984068
H 2.469276 0.123883 -0.487333
H -0.080041 1.104942 0.020111
H -1.510637 2.223134 0.755193
H -3.115607 0.510182 0.322557

Forces on atoms 1 to 6 (eV/Å):
-1.64 -2.34 -0.92
-1.06 0.07 -1.56
-1.33 3.26 2.16
-0.87 1.83 -0.53
-2.45 7.18 3.50
0.68 0.40 -1.65